Density functional theory data (the ωB97M-V functional and the def2-TZVPD basis) for a cluster of 2 separate species, C10H16 in total.

## Properties
**SMILES**: CCc1ccccc1.CC
**HOMO level**: -8.87 eV
**Energy relative to the best compared isomer or geometry (same formula, charge and spin)**: 158.1 kJ/mol
**Strongest force on any atom**: 2.525 eV/Å

Geometry as XYZ:
```
26
Properties=species:S:1:pos:R:3:forces:R:3
C -0.505791 0.661017 -0.408579 0.170 0.327 -0.643
H -0.642316 -3.873590 0.642162 0.288 0.307 -0.076
H -3.233265 -2.521363 1.723639 -0.052 0.008 0.031
H -0.785747 -3.285573 2.351096 0.408 0.804 -0.381
C 1.593448 1.192467 0.557675 0.909 1.756 -0.378
H 1.063121 -1.508003 -1.125066 -0.575 0.019 0.137
C -1.141463 1.733949 0.198453 1.700 0.430 -0.851
C 1.007550 2.317992 1.186296 -1.013 -1.992 1.174
C 1.452288 -0.511396 -1.330262 1.481 -1.341 -0.616
C 1.326654 -0.239610 -2.847910 0.751 1.549 0.598
C -1.309997 -3.577260 1.441223 -0.800 -1.469 1.478
H 2.670961 1.083443 0.661719 -0.126 -0.455 0.226
C -0.309625 2.621289 0.905373 -1.391 0.070 -0.056
H -2.042579 -1.728044 0.619498 -0.142 0.186 0.608
C -2.448345 -2.676091 0.994258 0.989 0.147 -1.450
H -0.747893 3.529267 1.307210 0.004 -0.151 0.302
H 2.515890 -0.704890 -1.131801 -0.050 0.503 0.128
H -2.159910 1.961211 -0.074628 -0.225 -0.034 0.453
H -2.824400 -3.095151 0.051344 -0.540 -0.159 0.436
H -1.714553 -4.529510 1.847933 -0.139 0.190 -0.646
C 0.909136 0.508351 -0.412653 -2.266 -0.536 0.586
H 1.286029 0.841250 -3.019362 -0.840 0.074 0.176
H 1.232770 2.533849 2.235500 1.218 1.007 -0.687
H -1.107919 -0.007551 -1.020156 0.152 -0.007 -0.016
H 2.302083 -0.356462 -3.304079 0.030 -1.117 -0.400
H 0.508792 -0.738005 -3.350258 0.060 -0.114 -0.132
```
Positions in Å, forces in eV/Å.